[1]
Below is a structure of composition C5H4N2OS, with properties calculated with ωB97M-V/def2-TZVPD.

XYZ file:
```
13
C5H4N2OS (ωB97M-V/def2-TZVPD)
C -0.66678 -0.05973 -3.73315
C 0.39393 1.52587 -2.22202
C -0.46672 0.62669 -1.66288
C 0.31108 2.15575 -0.79485
C 0.23589 0.34529 1.86919
N -1.05129 -0.33457 -2.50854
N -0.66243 1.21069 -0.46561
O 0.84569 3.03167 -0.22521
S 0.40942 1.42969 -3.92389
H -1.04069 -0.58010 -4.71399
H -0.54652 -0.13997 2.41833
H 1.19577 -0.07474 1.57055
H 0.36891 1.39347 2.22372
```

Computed properties:
- ΔE to the lowest compared entry with this formula, charge and spin (kJ/mol) = 445.2
- calculated total energy (Eh) = -775.6633
- HOMO-LUMO gap (spin up / spin down) (Ha) = 0.30664 / 0.25459
- LUMO (spin up / spin down) (eV) = -0.39 / -1.52
- HOMO level (spin up / spin down) (hartree) = -0.321 / -0.310

[2]
Below is an isolated molecule of C5H4N4O3, with properties calculated with ωB97M-V/def2-TZVPD.

XYZ file:
```
16
C5H4N4O3 (ωB97M-V/def2-TZVPD)
C -0.10824 -0.53347 0.86821
C -0.69199 1.07888 -1.51006
C -0.50481 -0.23141 -1.24935
C 0.85099 -0.59633 -1.09882
C 0.85222 1.59018 -1.32915
H -0.88505 0.84656 2.37814
H -1.33593 -0.67047 -0.77971
H 1.07613 -1.66325 -1.35177
H 1.26019 2.32294 -0.60425
N -0.52175 -0.09245 2.05482
N -0.34716 -1.10663 3.00170
N -0.00514 -2.08106 2.32690
N 1.66148 0.33606 -1.66936
O 0.25415 0.58066 -0.29174
O -0.02901 -1.80969 1.00178
O -1.52609 2.02947 -1.74735
```

Computed properties:
- ΔE to the lowest compared entry with this formula, charge and spin (kJ/mol) = 2001.3
- calculated total energy (Eh) = -636.9701
- HOMO-LUMO gap (Ha) = 0.26653
- LUMO (eV) = 0.03
- HOMO level (hartree) = -0.266

[3]
Below is a cluster of 2 separate species, C5H4N5O2 in total, with properties calculated with ωB97M-V/def2-TZVPD.

XYZ file:
```
16
C5H4N5O2 (ωB97M-V/def2-TZVPD)
C 2.40168 -0.56026 0.21340
C 1.10070 -1.27650 0.33634
C 2.34800 0.53611 -0.49989
C -0.43638 1.21087 0.97368
C -2.22767 1.06418 -0.63931
N -0.89867 -1.64329 -0.20517
N 0.65441 -2.24638 1.16001
N -0.61148 -2.47838 0.75815
N 0.05411 -0.81455 -0.46904
N -1.47406 1.49813 0.40523
O 2.51686 1.49788 -1.15646
O 0.49440 1.34008 1.68027
H 3.39477 -0.94398 0.60535
H -3.37357 1.31922 -0.54236
H -1.85053 1.50534 -1.69246
H -2.09258 -0.00847 -0.92773
```

Computed properties:
- ΔE to the lowest compared entry with this formula, charge and spin (kJ/mol) = 0.0
- calculated total energy (Eh) = -617.1681
- net charge = -1
- HOMO-LUMO gap (Ha) = 0.28975
- LUMO (eV) = 3.57
- HOMO level (hartree) = -0.159

[4]
Below is the ion C5H4NO2 with charge -1, with properties calculated with ωB97M-V/def2-TZVPD.

XYZ file:
```
12
C5H4NO2 (ωB97M-V/def2-TZVPD)
C 1.57616 0.63962 0.53162
C -0.49936 -0.31018 1.63522
C -0.14459 -0.74869 -1.40583
C -0.56206 0.55028 -0.75899
C 0.24855 0.32375 0.49188
N 2.67666 0.62449 0.86217
O -0.61197 0.52760 2.54227
O -0.87954 -1.47618 1.61221
H -0.70656 -1.67528 -1.42486
H 0.81286 -0.59907 -1.94601
H -0.23848 1.38085 -1.52083
H -1.67166 0.76280 -0.61886
```

Computed properties:
- ΔE to the lowest compared entry with this formula, charge and spin (kJ/mol) = 239.6
- calculated total energy (Eh) = -398.1106
- net charge = -1
- HOMO-LUMO gap (spin up / spin down) (Ha) = 0.27105 / 0.28571
- LUMO (spin up / spin down) (eV) = 3.56 / 3.56
- HOMO level (spin up / spin down) (hartree) = -0.140 / -0.155

[5]
Below is the ion C5H4NO3 with charge -1, with properties calculated with ωB97M-V/def2-TZVPD.

XYZ file:
```
13
C5H4NO3 (ωB97M-V/def2-TZVPD)
C 1.75109 -1.49374 0.77488
C 2.33058 1.48484 -0.48478
C -0.33485 1.05802 -0.05596
C -0.62148 -0.49927 0.19976
C 1.17604 0.82023 0.03718
N 0.92545 -0.55044 0.36122
O 2.12565 1.71132 0.79545
O 2.95911 -1.40611 0.97366
O 3.06130 1.82636 -1.36100
H 1.20273 -2.45008 0.92718
H -0.66358 1.52498 -0.99403
H -0.68617 1.67290 0.78034
H -0.79374 -0.95745 -0.80474
```

Computed properties:
- ΔE to the lowest compared entry with this formula, charge and spin (kJ/mol) = 367.5
- calculated total energy (Eh) = -473.3281
- net charge = -1
- HOMO-LUMO gap (Ha) = 0.23729
- LUMO (eV) = 3.91
- HOMO level (hartree) = -0.093

[6]
Below is the ion C5H4NO3 with charge -1, with properties calculated with ωB97M-V/def2-TZVPD.

XYZ file:
```
13
C5H4NO3 (ωB97M-V/def2-TZVPD)
O 1.23930 -2.42659 -0.04309
C 0.67964 -1.21294 -0.01165
C -0.72183 -1.20235 0.02070
N -1.57472 -0.15131 0.01167
O -2.84061 -0.37791 0.04319
C -1.12593 1.10305 -0.04244
C 0.24307 1.37301 -0.03014
C 1.16728 0.39197 0.00590
O 2.52870 0.62066 0.06622
H -1.23573 -2.15466 0.05120
H -1.86378 1.88625 -0.08338
H 0.57057 2.40461 -0.03109
H 2.93403 -0.25379 0.04290
```

Computed properties:
- ΔE to the lowest compared entry with this formula, charge and spin (kJ/mol) = 284.0
- SMILES = [O-]c1c[n+]([O-])ccc1O
- calculated total energy (Eh) = -473.3599
- net charge = -1
- HOMO-LUMO gap (Ha) = 0.25872
- LUMO (eV) = 3.83
- HOMO level (hartree) = -0.118

[7]
Below is a structure of composition C5H4NO4S, with properties calculated with ωB97M-V/def2-TZVPD.

XYZ file:
```
15
C5H4NO4S (ωB97M-V/def2-TZVPD)
C 2.77393 1.12810 -0.43928
C 2.13221 1.87145 0.51795
C 4.57635 -0.59099 0.47256
C -0.92607 0.85811 -0.19918
C 0.27446 0.61868 -0.93260
N 1.40037 1.08668 -0.42811
O 4.95158 -1.39918 -0.28233
O 3.65572 0.43892 -0.84389
O 1.83304 2.65553 1.39768
O 4.50846 0.13596 1.41026
S -1.12874 -0.22555 1.38163
H -1.22016 1.94066 0.12615
H -1.78240 0.53177 -0.75025
H 0.52149 -0.32916 -1.45555
H -0.06598 0.48423 2.02049
```

Computed properties:
- ΔE to the lowest compared entry with this formula, charge and spin (kJ/mol) = 156.7
- calculated total energy (Eh) = -946.8041
- net charge = -1
- HOMO-LUMO gap (Ha) = 0.23547
- LUMO (eV) = 3.30
- HOMO level (hartree) = -0.114

[8]
Below is an isolated molecule of C5H4O, with properties calculated with ωB97M-V/def2-TZVPD.

XYZ file:
```
10
C5H4O (ωB97M-V/def2-TZVPD)
C -1.84004 -0.03313 0.23496
C 0.98182 -1.28738 0.33681
C -1.01699 -1.01385 -0.42629
C -0.79186 0.47138 -0.43694
C 0.57861 0.96086 -0.23717
O 1.46018 -0.21252 -0.23647
H -2.65407 0.21409 0.83008
H 1.56797 -2.22128 0.32396
H 0.95077 1.58849 -1.08235
H 0.76361 1.53335 0.69343
```

Computed properties:
- ΔE to the lowest compared entry with this formula, charge and spin (kJ/mol) = 681.6
- calculated total energy (Eh) = -267.8527
- HOMO-LUMO gap (spin up / spin down) (Ha) = 0.27731 / 0.27734
- LUMO (spin up / spin down) (eV) = 0.33 / 0.33
- HOMO level (spin up / spin down) (hartree) = -0.265 / -0.265

[9]
Below is an isolated molecule of C5H4O2, with properties calculated with ωB97M-V/def2-TZVPD.

XYZ file:
```
11
C5H4O2 (ωB97M-V/def2-TZVPD)
O 2.00430 1.44809 0.76370
C 1.12144 0.73467 0.35111
C 1.06230 -0.72375 0.25244
C -0.13351 -1.14765 -0.17663
C -1.20555 -0.10703 -0.23142
C -0.26341 1.26798 -0.21742
O -0.50941 2.42928 -0.37683
H 1.93080 -1.35288 0.37806
H -0.27490 -2.15213 -0.57048
H -1.70792 0.05601 0.72641
H -2.02415 -0.45260 -0.89895
```

Computed properties:
- ΔE to the lowest compared entry with this formula, charge and spin (kJ/mol) = 110.3
- SMILES = O=C1C=CCC1=O
- calculated total energy (Eh) = -343.3503
- HOMO-LUMO gap (Ha) = 0.32015
- LUMO (eV) = -0.65
- HOMO level (hartree) = -0.344

[10]
Below is an isolated molecule of C5H4O2, with properties calculated with ωB97M-V/def2-TZVPD.

XYZ file:
```
11
C5H4O2 (ωB97M-V/def2-TZVPD)
O -1.49441 0.23237 2.10258
C -0.84277 0.18878 1.08767
C -0.17885 1.25391 0.33842
C 0.52090 0.77967 -0.70381
C 0.70798 -0.69841 -0.73663
C -0.56758 -1.14386 0.26799
O -1.09060 -2.19447 0.49815
H -0.37648 2.29812 0.52642
H 0.80776 1.41743 -1.53711
H 1.51284 -1.06787 -0.09777
H 0.99776 -1.02525 -1.75952
```

Computed properties:
- ΔE to the lowest compared entry with this formula, charge and spin (kJ/mol) = 114.2
- SMILES = O=C1C=CCC1=O
- calculated total energy (Eh) = -343.3489
- HOMO-LUMO gap (Ha) = 0.31955
- LUMO (eV) = -0.64
- HOMO level (hartree) = -0.343

[11]
Below is a cluster of 2 separate species, C5H4O2 in total, with properties calculated with ωB97M-V/def2-TZVPD.

XYZ file:
```
11
C5H4O2 (ωB97M-V/def2-TZVPD)
O 1.46314 -2.22413 -0.83393
C 2.08593 -1.35503 -1.21829
O 0.49713 -0.14629 1.12531
C -0.76541 -0.57531 0.88021
C -1.35880 0.19877 -0.06149
C -0.38393 1.18099 -0.43510
C 0.71489 0.91942 0.31538
H -1.08832 -1.43339 1.45085
H -2.36455 0.09319 -0.44437
H -0.49398 1.97201 -1.16403
H 1.69389 1.36976 0.38545
```

Computed properties:
- ΔE to the lowest compared entry with this formula, charge and spin (kJ/mol) = 60.8
- calculated total energy (Eh) = -343.3692
- HOMO-LUMO gap (Ha) = 0.37149
- LUMO (eV) = 1.15
- HOMO level (hartree) = -0.329

[12]
Below is an isolated molecule of C5H4O2, with properties calculated with ωB97M-V/def2-TZVPD.

XYZ file:
```
11
C5H4O2 (ωB97M-V/def2-TZVPD)
C -1.08866 -0.21248 2.70726
C -0.69593 -0.27951 1.55179
C -0.25409 -0.27176 0.27016
C -0.58957 -0.73209 -0.91187
O 0.16398 -0.26433 -2.01498
C 1.19662 0.54253 -1.26425
O 0.77944 0.66973 0.09373
H -1.46653 0.17506 3.79933
H -1.54019 -1.24109 -1.19534
H 1.24178 1.51625 -1.76542
H 2.25316 0.09768 -1.27040
```

Computed properties:
- ΔE to the lowest compared entry with this formula, charge and spin (kJ/mol) = 371.3
- SMILES = C#CC1=COCO1
- calculated total energy (Eh) = -343.2510
- HOMO-LUMO gap (Ha) = 0.34030
- LUMO (eV) = 0.96
- HOMO level (hartree) = -0.305

- The lowest ΔE to the lowest compared entry with this formula, charge and spin belongs to which entry?
  C5H4N5O2